{"formula": "C41H64ClN4O4SSiTi", "method": "ωB97M-V/def2-TZVPD", "species": ["Ti", "C", "C", "C", "C", "C", "C", "C", "C", "C", "C", "C", "C", "C", "C", "C", "C", "C", "H", "H", "H", "H", "H", "H", "H", "H", "H", "H", "H", "H", "H", "H", "H", "H", "H", "H", "H", "H", "H", "H", "H", "H", "H", "H", "H", "H", "H", "O", "C", "O", "C", "C", "Cl", "N", "N", "C", "C", "O", "O", "C", "C", "C", "C", "C", "C", "H", "H", "H", "H", "H", "H", "C", "Si", "C", "C", "C", "C", "C", "C", "C", "C", "H", "H", "H", "H", "H", "H", "H", "H", "H", "H", "H", "H", "H", "H", "H", "H", "H", "H", "H", "H", "H", "S", "C", "N", "C", "C", "C", "N", "H", "H", "H", "H", "H", "H", "H", "H"], "coordinates": [[0.46620, -0.18187, 0.52689], [1.96615, -1.85207, 1.19026], [0.91602, -2.19525, 2.07207], [0.69882, -1.05101, 2.92848], [1.64889, -0.06308, 2.53887], [2.46392, -0.56504, 1.49157], [3.78461, 0.00750, 1.01678], [3.77051, 1.52886, 1.12292], [4.86620, -0.54508, 1.96013], [4.10723, -0.43412, -0.41256], [-0.15858, -0.83072, 4.18659], [-1.66277, -0.76221, 3.89584], [0.12740, -1.90576, 5.24881], [0.24066, 0.49252, 4.86029], [0.46872, -3.66073, 2.13205], [0.72491, -4.35318, 0.78393], [1.39248, -4.37123, 3.14434], [-0.98829, -3.91816, 2.50426], [2.34776, -2.48374, 0.40488], [1.80567, 0.87402, 3.04129], [3.65718, 1.85932, 2.15737], [2.94673, 1.94473, 0.54689], [4.70307, 1.94651, 0.74002], [4.67242, -0.24852, 2.99237], [5.84554, -0.15955, 1.67081], [4.90166, -1.63491, 1.91618], [3.32518, -0.14730, -1.11503], [4.23796, -1.51561, -0.47406], [5.04148, 0.02662, -0.73676], [-2.04844, -1.67434, 3.44965], [-1.89659, 0.05264, 3.21259], [-2.20390, -0.58111, 4.82704], [-0.23240, -2.89417, 4.98809], [-0.37046, -1.61908, 6.17645], [1.19802, -1.96989, 5.45279], [0.08075, 1.36392, 4.22730], [1.28737, 0.47512, 5.17032], [-0.36720, 0.62613, 5.75510], [1.78983, -4.45746, 0.57780], [0.28471, -3.81692, -0.05187], [0.30642, -5.36055, 0.81345], [2.43711, -4.22888, 2.86435], [1.18308, -5.44265, 3.13205], [1.26276, -4.01226, 4.16165], [-1.67164, -3.47721, 1.78690], [-1.25356, -3.54287, 3.48476], [-1.16035, -4.99708, 2.51616], [0.07275, -3.51943, -5.81680], [-0.56292, -3.06998, -4.73150], [-1.12212, -3.82409, -3.98698], [-0.58095, -1.59159, -4.53694], [-1.16533, -0.65952, -5.36129], [-1.92577, -0.87771, -6.86654], [-1.09860, 0.54269, -4.73405], [-0.50288, 0.44050, -3.54826], [-0.19547, -0.83822, -3.40565], [0.54447, -1.32784, -2.21867], [0.87070, -2.49341, -2.11699], [0.76553, -0.42308, -1.29363], [-1.55151, 1.81853, -5.19812], [-1.07315, 2.32327, -6.39572], [-1.50038, 3.57461, -6.81296], [-2.38144, 4.30691, -6.03020], [-2.84582, 3.78976, -4.82893], [-2.43628, 2.53466, -4.40824], [0.50378, -2.79923, -6.29452], [-0.36849, 1.75209, -6.98558], [-1.13479, 3.98139, -7.74576], [-2.70661, 5.28496, -6.35790], [-3.53490, 4.35994, -4.22093], [-2.79343, 2.11067, -3.47921], [-1.62464, 2.27098, -0.53388], [0.07479, 2.52236, 0.28720], [-0.26255, 3.61518, 1.82829], [-1.45243, 2.98537, 2.56618], [0.92943, 3.71316, 2.78178], [-0.69505, 5.03399, 1.42163], [1.20728, 3.40882, -1.03162], [0.26103, 4.20344, -1.95476], [2.19974, 4.41548, -0.42795], [1.99656, 2.45271, -1.92876], [-2.01064, 3.26232, -0.78946], [-2.35630, 1.79434, 0.11408], [-1.53383, 1.69362, -1.45636], [-1.31335, 1.91525, 2.73020], [-2.38124, 3.11725, 2.01056], [-1.58358, 3.45580, 3.54616], [1.21257, 2.73722, 3.17911], [0.66684, 4.34762, 3.63457], [1.81011, 4.14433, 2.30580], [-1.55112, 5.02043, 0.74404], [0.10095, 5.60693, 0.94993], [-1.00355, 5.58278, 2.31760], [-0.35353, 4.92296, -1.40947], [-0.39731, 3.54458, -2.52200], [0.86150, 4.76698, -2.67611], [1.73149, 5.13787, 0.23578], [2.65804, 4.98063, -1.24587], [3.01137, 3.93555, 0.11602], [1.34084, 1.77014, -2.46172], [2.72562, 1.86810, -1.36831], [2.55160, 3.04036, -2.66831], [-1.95896, -0.85962, 0.37085], [-2.54326, -2.40229, -0.15953], [-1.96847, -3.19689, -1.03618], [-2.55858, -4.48401, -1.42863], [-3.33221, -5.06461, -0.26293], [-4.36505, -4.05252, 0.19756], [-3.71215, -2.75679, 0.38344], [-1.08534, -2.94503, -1.45912], [-1.74655, -5.12468, -1.75852], [-3.20525, -4.32677, -2.29224], [-2.65212, -5.30526, 0.55649], [-3.82829, -5.98411, -0.56796], [-4.80053, -4.34433, 1.15255], [-5.17460, -3.96080, -0.52957], [-4.10898, -2.09898, 1.03478]], "forces_ev_per_a": [[-0.62, -0.67, -0.17], [0.15, 0.24, -0.04], [-0.14, 0.16, 0.05], [0.10, 0.13, -0.11], [0.07, 0.01, 0.01], [0.16, -0.02, -0.10], [0.05, 0.00, 0.06], [0.00, 0.02, 0.04], [-0.02, -0.02, -0.01], [-0.01, 0.00, 0.00], [-0.06, 0.02, 0.02], [0.01, -0.01, 0.03], [0.03, 0.03, -0.02], [-0.03, 0.03, 0.00], [0.05, -0.09, -0.04], [0.03, 0.01, -0.04], [-0.01, 0.06, 0.02], [0.02, -0.02, 0.10], [0.00, 0.00, 0.01], [0.03, -0.07, -0.04], [0.02, -0.01, 0.01], [0.02, 0.03, 0.07], [0.00, 0.00, 0.00], [0.00, 0.00, 0.00], [0.00, 0.01, 0.00], [0.01, 0.00, 0.01], [0.00, -0.01, -0.02], [-0.01, -0.01, 0.00], [0.01, 0.00, 0.01], [0.00, -0.05, -0.03], [-0.01, 0.01, 0.01], [0.02, -0.02, 0.01], [-0.03, -0.04, -0.07], [0.00, 0.01, 0.00], [0.00, -0.02, -0.01], [-0.04, -0.07, 0.01], [-0.02, 0.02, 0.02], [-0.01, 0.00, 0.01], [-0.01, -0.04, 0.00], [-0.01, 0.03, -0.02], [0.00, 0.00, 0.01], [0.01, 0.00, 0.01], [-0.01, 0.00, 0.00], [0.00, 0.01, 0.00], [-0.03, 0.06, -0.03], [0.00, 0.02, 0.11], [0.01, 0.01, 0.00], [0.07, -0.08, -0.10], [-0.12, 0.12, 0.09], [0.01, -0.05, 0.08], [-0.08, -0.04, 0.02], [0.07, 0.01, 0.00], [0.00, 0.01, 0.02], [0.01, -0.05, -0.12], [0.02, 0.00, 0.15], [0.16, 0.05, -0.12], [-0.10, -0.28, -0.17], [-0.08, 0.20, 0.03], [0.12, 0.25, 0.53], [-0.05, 0.09, 0.00], [0.01, 0.00, 0.01], [0.00, -0.01, 0.00], [0.00, 0.02, -0.01], [-0.01, -0.01, -0.01], [0.00, -0.03, 0.00], [-0.02, 0.02, 0.02], [0.00, 0.00, 0.00], [0.00, 0.00, 0.00], [0.00, 0.00, 0.00], [0.00, 0.01, 0.00], [0.01, 0.00, 0.01], [0.14, 0.09, -0.03], [0.12, -0.15, -0.05], [-0.09, -0.05, -0.06], [0.02, 0.00, 0.03], [0.04, -0.03, 0.01], [-0.02, -0.01, 0.00], [-0.09, 0.13, 0.02], [-0.01, -0.01, 0.02], [0.05, -0.05, -0.01], [0.02, 0.01, 0.02], [0.00, 0.00, -0.02], [0.01, -0.04, 0.01], [-0.02, -0.01, 0.04], [0.01, -0.01, 0.02], [-0.01, -0.01, 0.00], [0.01, 0.00, 0.00], [0.00, 0.09, -0.03], [0.02, 0.00, 0.01], [0.01, 0.02, -0.02], [-0.01, 0.00, -0.01], [-0.08, 0.01, 0.04], [0.00, -0.01, 0.01], [0.00, 0.00, -0.01], [-0.01, 0.01, -0.01], [0.02, 0.00, 0.01], [0.06, -0.02, -0.04], [0.02, -0.02, -0.01], [0.01, -0.01, 0.06], [-0.05, -0.06, -0.06], [-0.02, 0.02, -0.11], [-0.01, -0.01, -0.01], [0.16, 0.19, -0.16], [-0.09, 0.00, 0.23], [-0.10, -0.12, 0.03], [0.07, 0.08, -0.11], [-0.01, -0.03, 0.00], [-0.01, -0.04, -0.03], [0.02, 0.00, -0.04], [0.02, 0.07, -0.01], [0.05, -0.03, 0.05], [-0.02, 0.01, -0.03], [-0.01, 0.01, -0.03], [0.00, -0.01, -0.01], [-0.01, 0.02, -0.01], [0.02, 0.00, -0.01], [0.06, -0.01, 0.02]], "e_above_lowest_kcal_mol": 1.48, "e_lumo_ev": [-3.24, -3.24], "multiplicity": 1, "charge": 1}

{"formula": "C5H8N2", "method": "ωB97M-V/def2-TZVPD", "species": ["C", "N", "C", "N", "C", "C", "C", "H", "H", "H", "H", "H", "H", "H", "H"], "coordinates": [[-1.04127, 1.05132, -0.89055], [-1.21720, 0.03656, -1.63479], [-0.13211, -0.92501, -1.39270], [0.81086, -0.30497, -0.44230], [0.71225, -0.82283, 0.94261], [0.12447, 0.51691, 1.44824], [0.19741, 0.98764, -0.02093], [-1.71167, 1.91119, -0.94749], [-0.55543, -1.84051, -0.95442], [0.33625, -1.17703, -2.35215], [0.02867, -1.68043, 1.01227], [1.67862, -1.09449, 1.38087], [0.78863, 1.06527, 2.11967], [-0.85937, 0.41189, 1.91955], [0.83989, 1.86450, -0.18786]], "forces_ev_per_a": [[0.11, -0.32, -0.02], [0.10, 0.20, 0.24], [0.02, 0.30, 0.08], [-0.14, -0.08, 0.00], [-0.03, -0.02, 0.16], [0.01, -0.30, 0.34], [0.07, 0.09, -0.60], [0.07, -0.21, 0.13], [0.06, 0.06, -0.22], [-0.08, 0.08, 0.19], [0.14, 0.13, 0.12], [-0.15, -0.01, -0.14], [-0.15, -0.03, -0.08], [0.13, 0.26, -0.27], [-0.15, -0.15, 0.06]], "e_above_lowest_kcal_mol": 38.53, "e_lumo_ev": 1.10, "multiplicity": 1, "smiles": "C1=NCN2CC[C@H]12"}